Entry 1:
ORCA calculation (the ωB97M-V functional and the def2-TZVPD basis) on an isolated ion of composition C2H7N3OP and charge +1 in a non-equilibrium geometry.

Properties
Net charge   +1
HOMO level (alpha / beta)   -0.52962 / -0.52968 hartree
M   120.1 g mol⁻¹
Frontier orbital gap (alpha / beta)   0.2829 / 0.2830 Ha
SMILES   [H]/P=[NH+]\N(C)C(N)=O
ΔE to the lowest compared entry with this formula, charge and spin   2.308 eV

Structure (XYZ):
```
14
Properties=species:S:1:pos:R:3:forces:R:3
C -0.2405 0.5103 -0.9369 -2.92 2.10 0.21
C 0.9223 -1.5344 -0.3239 -1.91 0.59 -2.58
N -1.5412 0.8700 -0.5866 -0.27 -0.52 0.84
N 0.2708 -0.2734 0.0991 1.39 -2.72 -0.22
N 0.4127 0.1431 1.3645 -0.90 1.37 -0.03
O 0.3433 0.8183 -1.9221 0.55 -0.16 -0.47
P 0.4120 1.6779 1.9660 0.09 -1.72 1.97
H 0.5410 -1.8889 -1.3380 0.42 1.42 0.87
H 1.9527 -1.4804 -0.3916 2.08 0.29 0.13
H 0.5856 -2.3702 0.1688 -0.58 -1.66 2.32
H -1.9469 0.3069 0.2259 0.31 1.49 -2.05
H -2.1045 1.5559 -1.1383 0.81 -1.17 0.77
H 0.1685 -0.5827 2.0313 0.78 -0.40 0.35
H 0.2241 2.2476 0.7819 0.13 1.08 -2.10
```
Positions in Å, forces in eV/Å.

Entry 2:
ORCA calculation (the ωB97M-V functional and the def2-TZVPD basis) on C18H27N7ReS as an isolated structure in a non-equilibrium geometry.

Properties
Net charge   +2
HOMO level (alpha / beta)   -0.52339 / -0.51662 hartree
M   559.7 g mol⁻¹
Frontier orbital gap (alpha / beta)   0.2623 / 0.2291 Ha
Spin multiplicity   2
ΔE to the lowest compared entry with this formula, charge and spin   1.440 eV

Structure (XYZ):
```
54
Properties=species:S:1:pos:R:3:forces:R:3
Re 0.6557 0.1918 0.3710 0.51 -0.99 1.63
C 1.0754 4.5142 1.1586 -0.03 -0.04 0.07
C 1.0272 3.1266 0.6284 -0.03 0.12 -0.03
N 0.6421 2.0886 1.2927 -0.47 0.07 -0.28
N 0.1642 2.2517 2.5743 -0.03 -0.08 -0.23
C -0.7155 1.3412 2.8806 0.00 0.07 0.17
N -1.3213 1.3807 4.0669 0.00 0.04 0.00
S -1.1743 0.0052 1.8065 0.13 0.05 -0.17
C 1.3380 2.8259 -0.7735 -0.06 0.04 -0.09
C 1.7438 3.7744 -1.6964 -0.02 -0.10 0.10
C 1.9376 3.3928 -3.0160 0.01 0.04 -0.01
C 1.7096 2.0770 -3.3839 -0.02 -0.06 -0.02
C 1.2928 1.1755 -2.4241 0.07 0.08 0.04
N 1.1086 1.5392 -1.1443 0.14 0.05 -0.24
H 0.8005 4.5291 2.2080 0.00 0.01 -0.02
H 2.0813 4.9221 1.0463 0.02 0.00 -0.01
H 0.3936 5.1573 0.5990 -0.01 0.00 0.00
H -1.1452 2.1521 4.6920 -0.01 -0.01 0.00
H -1.9914 0.6808 4.3329 0.00 0.01 0.01
H 1.8999 4.7956 -1.3820 0.02 0.02 -0.01
H 2.2592 4.1183 -3.7505 0.01 0.01 0.00
H 1.8496 1.7461 -4.4025 0.00 -0.01 -0.01
H 1.1058 0.1357 -2.6525 0.00 -0.01 -0.02
C 2.6801 0.3932 1.0341 0.53 -0.39 -0.57
C 2.8567 -0.6168 0.0287 0.18 -0.06 0.43
C 2.6051 -1.9102 0.6502 0.03 0.61 -0.55
C 2.0245 -1.6960 1.8616 -0.33 0.59 0.36
C 1.9671 -0.2551 2.0841 -0.07 -0.20 0.47
H 3.1431 1.3678 1.0800 -0.13 0.00 -0.19
H 3.4080 -0.4625 -0.8870 -0.10 -0.06 -0.06
H 2.7657 -2.8649 0.1725 0.00 -0.04 -0.03
H 1.6294 -2.4316 2.5434 -0.05 -0.03 0.00
H 1.6594 0.2196 3.0007 0.19 -0.03 0.14
C -3.6171 -1.3299 -0.3663 0.03 0.02 0.00
N -2.2679 -1.2169 -0.9179 0.10 -0.10 0.17
C -1.9745 -0.0147 -1.6695 -0.06 0.12 -0.02
C -1.2847 -2.0885 -0.5934 0.08 0.05 -0.14
N -0.0219 -1.6673 -0.4773 -0.52 0.33 -0.75
N -1.6043 -3.3761 -0.3996 -0.07 -0.01 -0.02
C -2.6928 -4.0283 -1.1268 0.00 -0.04 -0.02
C -0.6968 -4.2692 0.3033 0.00 -0.01 0.03
H -3.8963 -0.3671 0.0629 -0.02 -0.01 0.02
H -3.6273 -2.0751 0.4243 -0.04 0.02 0.00
H -4.3448 -1.6008 -1.1315 -0.02 0.02 0.01
H -2.8944 0.3321 -2.1377 0.00 -0.04 -0.05
H -1.2508 -0.2254 -2.4537 0.03 0.02 0.01
H -1.6236 0.8161 -1.0380 0.00 -0.06 -0.01
H 0.6318 -2.4251 -0.5982 -0.02 0.07 -0.08
H -3.0876 -3.3624 -1.8877 0.00 -0.03 0.00
H -3.4949 -4.3299 -0.4530 0.00 0.00 -0.01
H -2.2971 -4.9167 -1.6192 -0.01 0.00 0.00
H -0.1623 -3.7227 1.0774 0.01 -0.01 0.01
H 0.0137 -4.7450 -0.3792 0.02 -0.01 0.00
H -1.2827 -5.0524 0.7809 0.02 0.00 0.00
```
Positions in Å, forces in eV/Å.

Entry 3:
ORCA calculation (the ωB97M-V functional and the def2-TZVPD basis) on one molecule with the formula C4H7NO.

Properties
HOMO level   -0.35038 hartree
M   85.1 g mol⁻¹
Frontier orbital gap   0.3931 Ha
SMILES   C1N[C@H]1[C@H]1CO1
ΔE to the lowest compared entry with this formula, charge and spin   2.993 eV

Structure (XYZ):
```
13
Properties=species:S:1:pos:R:3:forces:R:3
C 0.6579 -0.6989 1.5048 0.25 -0.10 0.07
N -0.6974 -0.1651 1.3846 -0.13 0.19 0.02
C -0.1221 -0.8862 0.2548 -0.05 -0.08 -0.17
C 0.2093 -0.1098 -0.9907 -0.08 -0.20 0.01
C -0.5421 1.0873 -1.3727 -0.28 0.06 -0.12
O 0.7349 1.1863 -0.7502 0.13 0.12 0.03
H 1.4845 0.0085 1.5008 -0.15 -0.10 -0.11
H 0.7581 -1.5226 2.2088 0.01 0.09 -0.20
H -0.6177 0.8340 1.1981 -0.04 -0.11 0.06
H -0.5597 -1.8668 0.0740 0.00 0.18 0.00
H 0.6485 -0.6588 -1.8240 0.26 -0.02 0.31
H -0.5485 1.4142 -2.4114 -0.10 -0.13 0.13
H -1.4058 1.3778 -0.7770 0.18 0.10 -0.01
```
Positions in Å, forces in eV/Å.

Entry 4:
ORCA calculation (the ωB97M-V functional and the def2-TZVPD basis) on C32H36GeN5O2OsSe as an isolated structure in a non-equilibrium geometry.

Properties
Net charge   +3
HOMO level (alpha / beta)   -0.56625 / -0.57100 hartree
M   864.5 g mol⁻¹
Frontier orbital gap (alpha / beta)   0.2527 / 0.1615 Ha
Spin multiplicity   5
ΔE to the lowest compared entry with this formula, charge and spin   0.000 eV

Structure (XYZ):
```
78
Properties=species:S:1:pos:R:3:forces:R:3
Os 0.9743 0.3430 1.3683 0.44 -0.84 -0.51
C 0.4464 5.0084 2.6805 0.44 0.30 -0.38
O 0.5634 3.5965 2.6969 -0.60 -1.29 0.19
C -0.0281 2.9365 3.7350 0.28 0.92 1.41
C -0.2454 3.5274 5.0390 -0.15 -1.42 -0.41
C -0.8327 2.7315 6.0549 -0.40 0.49 -1.45
C -1.2656 1.4213 5.7493 0.58 0.47 0.88
C -1.0078 0.8544 4.5291 0.13 -0.04 0.54
C -0.4045 1.5994 3.5282 -0.06 1.11 0.87
N -0.5486 1.1072 2.2147 -0.98 0.35 -0.25
N -1.7944 1.1691 1.8768 -0.13 -0.58 -1.27
C -2.2218 0.6073 0.7186 0.04 0.56 1.29
C -1.4546 -0.3353 -0.0339 -0.45 -0.56 -0.71
O -0.3181 -0.8408 0.3845 0.02 1.24 0.00
C -2.0143 -0.8401 -1.2456 0.33 -0.03 0.00
C -3.3061 -0.5976 -1.5826 -0.95 0.55 0.11
C -4.1393 0.2024 -0.7395 -1.52 0.30 0.24
C -5.5253 0.3615 -1.0022 -0.37 0.50 0.33
C -6.3374 1.1876 -0.1963 0.87 -0.24 -0.08
C -5.8250 1.7459 0.9828 1.47 -0.43 -0.83
C -4.4517 1.5903 1.2419 -1.06 0.17 -0.28
C -3.6216 0.8625 0.4067 0.48 -1.02 -0.77
H -0.5729 5.2971 2.9155 -0.09 0.22 -0.06
H 0.7346 5.3145 1.6615 -0.23 0.00 0.54
H 1.1468 5.4154 3.4031 0.01 0.37 0.05
H -0.0057 4.5708 5.2650 0.03 -0.47 -0.30
H -1.0784 3.1999 7.0146 0.26 -0.34 -0.35
H -1.7777 0.8222 6.4859 0.04 0.05 0.22
H -1.2424 -0.1904 4.3803 -0.28 0.03 -0.30
H -1.4001 -1.4289 -1.9030 0.28 -0.36 0.11
H -3.8032 -0.9705 -2.4974 0.64 -0.02 0.53
H -6.0276 -0.1728 -1.8143 0.46 0.28 0.02
H -7.3331 1.4512 -0.5169 -0.24 -0.41 0.09
H -6.4176 2.3211 1.6700 -0.27 0.14 -0.01
H -4.0099 2.0623 2.0815 0.18 0.30 0.75
N 3.8727 1.4127 0.3005 -0.85 0.97 0.57
C 3.5359 0.2210 -0.2923 -0.91 -0.35 1.13
C 4.4530 -0.3574 -1.1287 1.98 0.15 -1.07
C 4.4886 -1.7313 -1.1787 -0.26 -0.93 0.08
C 3.4331 -2.4814 -0.6212 -0.25 0.50 0.27
C 2.3600 -1.7829 -0.0856 0.03 -1.32 -0.05
N 2.4284 -0.4613 0.1268 1.21 1.05 -0.29
C 3.6141 1.7633 1.6402 0.23 -0.84 0.02
C 4.6064 2.5344 2.2717 0.59 0.22 -0.95
C 4.5389 2.7548 3.6225 -0.86 0.20 0.19
C 3.5546 2.0472 4.3619 0.54 0.09 0.30
C 2.6333 1.2883 3.7310 -0.74 -0.56 -1.78
N 2.5655 1.2381 2.3089 0.98 0.35 1.30
H 4.7380 1.8156 -0.0408 -0.25 -0.03 -0.04
H 5.2959 0.2558 -1.5612 -1.01 -0.77 0.65
H 5.3655 -2.2660 -1.5604 -0.40 0.36 -0.13
H 3.4815 -3.5596 -0.5241 -0.13 0.10 -0.34
H 1.4172 -2.2478 0.2692 0.96 0.09 -0.36
H 5.4395 2.8595 1.5967 -0.80 0.11 1.07
H 5.1383 3.4911 4.1561 0.36 -0.46 -0.30
H 3.5853 2.0499 5.4470 -0.11 0.13 -0.15
H 1.8877 0.6439 4.2240 0.52 0.69 -0.15
C -2.1097 -3.8232 -4.1853 -0.20 0.39 -0.05
Ge -0.1444 -3.9097 -4.4765 -1.21 -2.09 0.40
C 0.0980 -5.7494 -5.3375 0.19 1.00 0.46
C 0.6507 -3.8524 -2.7018 0.63 0.41 0.38
C 0.6443 -2.3388 -5.5441 0.87 0.40 0.27
Se 0.8750 -0.7167 -4.4470 -1.22 -1.68 -1.67
C -0.8719 0.0917 -4.7418 0.17 1.35 0.68
H -2.6207 -4.6171 -4.7830 0.39 0.86 0.35
H -2.5213 -2.8222 -4.4153 -0.08 -0.56 -0.08
H -2.3319 -4.0130 -3.1149 0.28 0.02 -0.53
H -0.8602 -6.2948 -5.1848 0.59 0.58 -0.46
H 0.8600 -6.2824 -4.7603 0.03 0.15 -0.21
H 0.4253 -5.6487 -6.3822 -0.38 -0.36 0.33
H 0.4141 -4.7593 -2.1100 0.07 0.50 -0.43
H 0.3027 -2.9543 -2.1515 0.11 -0.49 -0.16
H 1.7458 -3.7638 -2.8064 -0.32 -0.15 0.22
H 0.0004 -2.2444 -6.4365 0.30 0.51 0.47
H 1.6727 -2.6596 -5.8197 -0.65 0.18 0.12
H -1.6801 -0.4612 -4.2449 0.38 -0.17 -0.36
H -1.0885 0.3630 -5.7894 0.29 -0.58 0.37
H -0.7480 1.0380 -4.1831 -0.31 -0.30 -0.29
```
Positions in Å, forces in eV/Å.

Entry 5:
ORCA calculation (the ωB97M-V functional and the def2-TZVPD basis) on a 3-piece molecular cluster, C5H12O2 overall in a non-equilibrium geometry.

Properties
HOMO level   -0.34061 hartree
M   104.1 g mol⁻¹
Frontier orbital gap   0.3603 Ha
SMILES   C=CCC=C.O.O
ΔE to the lowest compared entry with this formula, charge and spin   3.374 eV

Structure (XYZ):
```
19
Properties=species:S:1:pos:R:3:forces:R:3
C -0.5515 0.9631 -1.0474 -0.39 -0.61 1.79
C 0.6154 1.3160 -1.5164 0.07 1.14 -2.36
C -0.7048 -0.4923 -0.6160 -3.43 0.42 -2.11
C -1.7228 -0.7515 0.5040 0.58 -0.11 0.21
C -2.8446 -0.0280 0.6326 2.85 -2.35 1.09
H -1.3338 1.7284 -0.8667 0.50 -0.76 -0.11
H 0.6626 2.3142 -1.9681 0.60 -0.25 0.41
H 1.2910 0.5524 -1.9024 0.35 0.29 0.60
H 0.2445 -0.9642 -0.5462 0.43 -0.36 0.44
H -1.1807 -0.9420 -1.5641 0.62 0.09 1.20
H -1.4257 -1.5504 1.1846 -0.27 0.15 0.09
H -3.4293 0.0055 1.5035 -1.02 -0.29 0.65
H -2.8469 0.6716 -0.0900 -1.19 2.71 -2.08
H 2.4522 -2.1161 -0.4541 -1.77 0.10 2.68
H 1.6567 -1.2392 0.6974 0.97 -2.15 -0.97
O 1.8585 -2.1933 0.3977 1.17 1.98 -1.61
H 1.8012 0.5420 2.0357 -1.88 -0.98 0.95
H 3.0595 1.2329 2.1625 -0.80 -0.29 -1.78
O 2.3986 0.9511 1.4536 2.61 1.26 0.90
```
Positions in Å, forces in eV/Å.

Entry 6:
ORCA calculation (the ωB97M-V functional and the def2-TZVPD basis) on a 8-piece molecular cluster, C32H40N8 overall in a non-equilibrium geometry.

Properties
HOMO level   -0.27598 hartree
M   536.7 g mol⁻¹
Frontier orbital gap   0.2999 Ha
SMILES   c1cc[nH]c1.c1cc[nH]c1.c1cc[nH]c1.c1cc[nH]c1.c1cc[nH]c1.c1cc[nH]c1.c1cc[nH]c1.c1cc[nH]c1
ΔE to the lowest compared entry with this formula, charge and spin   16.605 eV

Structure (XYZ):
```
80
Properties=species:S:1:pos:R:3:forces:R:3
N 0.1857 -30.1429 37.5848 3.58 1.95 3.18
C 0.2935 -29.1961 38.6063 8.57 -4.19 -1.15
C 1.7121 -29.2492 39.1170 -2.04 -2.58 -4.06
C 2.4007 -30.3180 38.1414 -3.40 0.28 0.56
C 1.2867 -30.8242 37.2491 4.27 4.72 5.62
H -0.5428 -30.2768 37.0296 -4.29 -0.33 -2.37
H -0.4964 -28.7183 38.9076 -4.17 2.71 1.67
H 2.1544 -28.6300 39.9363 -0.49 -0.87 -1.02
H 3.4005 -30.8559 38.2557 -1.55 1.29 -0.31
H 1.2794 -31.3733 36.4125 0.25 -2.31 -2.69
N -1.9343 -29.0082 35.6130 -1.04 0.55 1.03
C -1.4315 -30.0665 34.8281 -3.42 -0.78 5.42
C -1.8554 -31.2969 35.4599 -1.92 7.90 3.28
C -2.6807 -30.9603 36.7137 2.07 4.96 -3.98
C -2.7017 -29.3997 36.7842 0.34 -4.83 -2.53
H -1.7478 -28.0054 35.3126 -0.46 -1.99 0.93
H -0.7746 -29.7070 34.1296 1.49 -0.18 -2.03
H -1.6731 -32.1498 35.0345 0.96 -4.98 -1.82
H -3.2530 -31.6599 37.2773 -0.11 -0.13 0.49
H -3.4557 -28.7919 37.3777 1.63 -0.55 -1.05
N 0.5073 -32.3254 39.5463 -0.04 -0.81 2.58
C 0.9134 -32.4057 40.8163 1.13 -1.84 2.93
C 0.6397 -33.7455 41.3512 -0.48 1.26 -2.14
C -0.1590 -34.4309 40.2446 3.07 5.08 -0.17
C -0.1112 -33.4029 39.1210 -0.84 -4.05 3.09
H 0.6364 -31.5083 39.0453 0.18 1.51 -1.12
H 1.4449 -31.5262 41.2789 -0.67 -1.32 -0.57
H 1.0714 -34.1573 42.3522 -1.27 0.84 -2.10
H -0.4878 -35.4331 40.3600 -0.45 -0.50 -0.62
H -0.4937 -33.3054 38.1512 -0.74 -0.70 -1.14
N 6.4508 -34.7711 34.7423 0.59 -0.04 3.89
C 6.4028 -34.0063 33.6664 -0.47 4.05 1.00
C 6.4707 -32.5506 34.1669 1.41 -5.32 1.23
C 6.8210 -32.6455 35.6328 -2.72 -4.82 -2.71
C 6.6489 -34.1207 36.0560 0.28 4.22 -6.25
H 6.2846 -35.7578 34.6262 0.17 -0.12 0.41
H 6.1906 -34.5838 32.7365 0.19 1.31 0.58
H 6.4777 -31.7336 33.4770 0.06 0.48 0.15
H 6.7254 -31.7801 36.2285 0.44 0.52 0.93
H 6.7520 -34.6817 36.9419 0.01 -0.31 0.68
N 3.4569 -33.5249 35.0959 -14.37 1.25 2.11
C 2.5456 -34.0808 36.1290 -4.58 3.72 -9.18
C 1.1270 -33.8493 35.6021 3.77 0.72 -0.86
C 1.3170 -33.0692 34.3164 4.14 -1.59 2.20
C 2.8355 -32.8878 34.0627 -2.23 0.06 -0.01
H 4.2961 -33.6770 35.1083 11.85 -1.67 0.54
H 2.8376 -34.3755 37.0073 1.99 -1.86 4.55
H 0.0868 -34.1858 36.0597 2.71 0.83 -1.01
H 0.5238 -32.9353 33.6315 -0.42 0.64 -0.69
H 3.6110 -32.2679 33.2662 -2.92 -2.11 2.31
N 4.3277 -37.5024 30.0658 -2.83 0.84 0.46
C 5.4053 -36.8171 29.6785 2.71 3.25 -0.88
C 5.4216 -35.4731 30.2765 -3.09 -2.63 1.11
C 4.1154 -35.3501 30.9686 -0.53 -3.32 -1.21
C 3.3923 -36.7092 30.7835 4.75 3.98 -0.42
H 4.0599 -38.4430 29.7742 0.41 0.67 -0.14
H 6.0341 -37.0188 28.7249 -0.98 -0.47 2.29
H 6.2512 -34.7951 30.5248 -0.40 -0.38 -1.12
H 3.7218 -34.3926 31.4342 0.51 -1.75 -0.45
H 2.4144 -37.0598 30.9965 -0.41 -0.21 0.37
N 3.5077 -34.4562 39.6857 -3.34 1.76 0.16
C 4.2269 -33.1828 39.6841 5.04 -10.23 -1.25
C 5.6280 -33.6650 39.4115 -1.81 3.69 1.23
C 5.6358 -35.1129 39.3819 -2.14 0.55 -0.46
C 4.2088 -35.6181 39.4542 3.25 0.56 0.54
H 2.3897 -34.3700 39.8235 3.34 -0.70 -0.35
H 3.6526 -32.3883 39.6670 -2.20 4.05 0.13
H 6.4792 -32.6928 39.3876 -2.21 -3.80 -0.06
H 6.5711 -35.6732 39.2362 -0.84 0.02 0.13
H 3.8340 -36.8068 39.4665 0.81 4.01 0.06
N -0.0990 -32.3796 28.6639 -2.25 1.86 -1.74
C 0.8290 -31.3979 28.9331 1.13 -0.82 1.02
C 1.6899 -31.8600 29.9880 -1.95 -1.59 -1.42
C 1.2229 -33.2599 30.3572 -1.46 2.75 -1.74
C 0.0653 -33.4158 29.4887 1.66 -1.73 2.69
H -1.0033 -32.1717 28.0208 3.19 -1.01 2.27
H 0.7943 -30.5594 28.2338 0.50 -0.02 0.77
H 2.5539 -31.3182 30.3709 -0.34 -0.25 -0.13
H 1.6108 -33.8966 31.2175 -0.86 0.93 -1.61
H -0.6825 -34.1982 29.5086 0.26 -0.07 -0.06
```
Positions in Å, forces in eV/Å.